The following is a DFT calculation (ωB97M-V with the def2-TZVPD basis set) of 2 unconnected molecules or ions with the total composition C4H11O.

Calculated values
HOMO-LUMO gap (eV): 5.1
Lowest unoccupied orbital energy (Eh): 0.126
HOMO (Eh): -0.063
Charge: -1
Energy above the lowest of the compared OMol25 structures with the same formula, charge and spin (kcal per mole): 41.50
Total energy (Ha): -234.14510

```
16
Properties=species:S:1:pos:R:3:forces:R:3
C 3.4357 0.7427 -0.3757 -1.51 -3.19 -0.43
O 4.1127 -0.4991 -0.3097 -0.50 2.36 -0.22
H 3.1444 1.1356 0.6128 -0.04 0.17 0.35
H 2.3837 0.5788 -0.9283 1.15 0.48 0.71
H 3.8323 1.6064 -0.9140 0.86 0.19 -0.40
C -2.5126 -1.1983 0.0925 1.30 -1.62 -1.87
C -1.6817 0.0249 -0.3921 2.40 2.27 0.34
C -0.5567 0.2798 0.7513 -1.47 0.51 -1.81
H -2.0920 -2.0338 -0.5561 -0.72 0.66 0.57
H -2.3004 -1.6848 1.1301 -0.77 1.81 -1.48
H -3.5449 -1.0729 -0.2589 -0.02 -0.38 0.86
H -1.1564 0.0072 -1.4943 -1.19 -0.84 2.77
H -2.1782 1.0705 -0.5101 -0.04 -2.00 0.64
H -0.0458 1.2069 0.5639 0.38 0.33 -0.06
H 0.1610 -0.4831 0.8648 0.98 -1.09 -0.52
H -1.0012 0.3193 1.7237 -0.81 0.33 0.56
```
Forces are in eV/Å.

=====

The following is a DFT calculation (ωB97M-V with the def2-TZVPD basis set) of a single C3H8O2 molecule.

Calculated values
HOMO-LUMO gap (eV): 10.6
SMILES: COCCO
Lowest unoccupied orbital energy (Eh): 0.037
HOMO (Eh): -0.353
Energy above the lowest of the compared OMol25 structures with the same formula, charge and spin (kcal per mole): 34.18
Total energy (Ha): -269.54042

```
13
Properties=species:S:1:pos:R:3:forces:R:3
C 1.5686 0.6950 0.5220 0.40 0.08 0.39
O 0.4337 0.0119 0.9620 0.07 -0.13 -0.06
C -0.0357 -0.9057 -0.0115 -0.20 0.02 -0.07
C -1.4307 -0.4090 -0.3137 -0.11 -0.68 0.23
O -1.4267 0.7601 -1.1115 -0.01 0.33 -0.12
H 1.7748 1.4904 1.2509 -0.02 -0.09 -0.39
H 2.4034 -0.0075 0.5221 0.40 0.17 -0.20
H 1.3925 1.0758 -0.4876 0.28 0.28 0.08
H 0.5541 -0.9426 -0.9481 0.02 0.32 0.48
H 0.0088 -1.9139 0.4240 -0.38 0.11 -0.11
H -1.9759 -1.1608 -0.8830 -0.21 -0.01 0.03
H -1.8803 -0.2791 0.6829 -0.31 0.17 -0.46
H -1.3866 1.5854 -0.6086 0.06 -0.59 0.20
```
Forces are in eV/Å.

=====

The following is a DFT calculation (ωB97M-V with the def2-TZVPD basis set) of a single C6H12O molecule.

Calculated values
HOMO-LUMO gap (eV): 10.4
SMILES: CCO[C@H]1C[C@H]1C
Lowest unoccupied orbital energy (Eh): 0.043
HOMO (Eh): -0.340
Energy above the lowest of the compared OMol25 structures with the same formula, charge and spin (kcal per mole): 33.72
Total energy (Ha): -311.00553

```
19
Properties=species:S:1:pos:R:3:forces:R:3
C 2.6200 0.7845 0.1308 0.02 0.03 0.03
C 1.6098 -0.2981 -0.1852 0.21 0.00 -0.16
O 0.5763 -0.2334 0.7805 -0.04 0.04 0.05
C -0.4959 -1.0490 0.4348 -0.10 -0.21 -0.02
C -1.8055 -0.7865 1.0922 -0.12 -0.02 0.16
C -1.6203 -0.4607 -0.3734 -0.03 -0.01 -0.16
C -1.5560 0.9944 -0.7891 0.01 0.07 -0.02
H 3.0008 0.6605 1.1487 -0.03 0.01 -0.12
H 2.1495 1.7697 0.0595 0.08 -0.11 0.00
H 3.4645 0.7452 -0.5647 -0.13 0.00 0.08
H 2.0805 -1.2947 -0.1589 -0.07 0.12 0.02
H 1.1942 -0.1646 -1.1959 0.03 0.00 0.15
H -0.2215 -2.0906 0.2506 -0.04 0.16 0.01
H -1.8514 0.0649 1.7670 0.04 -0.14 -0.11
H -2.4151 -1.6364 1.3833 0.10 0.12 -0.05
H -2.0955 -1.1296 -1.0887 0.08 0.09 0.13
H -0.6990 1.2003 -1.4415 -0.15 -0.05 0.06
H -2.4640 1.2738 -1.3325 0.10 -0.01 0.09
H -1.4716 1.6505 0.0827 0.04 -0.10 -0.15
```
Forces are in eV/Å.

=====

The following is a DFT calculation (ωB97M-V with the def2-TZVPD basis set) of 2 unconnected molecules or ions with the total composition C4H6O2.

Calculated values
HOMO-LUMO gap (eV): 9.6
SMILES: CC(=O)O.C#C
Lowest unoccupied orbital energy (Eh): 0.025
HOMO (Eh): -0.329
Energy above the lowest of the compared OMol25 structures with the same formula, charge and spin (kcal per mole): 71.15
Total energy (Ha): -306.39292

```
12
Properties=species:S:1:pos:R:3:forces:R:3
C 1.8037 -1.1009 0.2790 0.81 0.21 -0.45
C 0.9244 0.0517 -0.0806 -0.22 -0.02 -0.14
O -0.1959 -0.0433 -0.5270 3.23 0.46 -0.23
O 1.5378 1.2468 0.0962 -0.93 0.36 -0.17
H 1.3061 -2.0386 0.0409 0.02 0.12 0.07
H 2.7114 -0.9763 -0.3659 -0.54 -0.32 0.73
H 2.0936 -1.0661 1.3373 0.01 0.02 -0.35
H 0.8703 1.9284 -0.1648 0.66 -0.59 0.23
C -2.6505 0.0730 0.6509 0.61 -0.76 -2.09
C -2.2079 -0.2401 -0.4498 -3.53 0.65 2.85
H -2.9205 0.3233 1.6556 0.04 -0.03 -0.28
H -2.0145 -0.5004 -1.4535 -0.15 -0.11 -0.18
```
Forces are in eV/Å.

=====

The following is a DFT calculation (ωB97M-V with the def2-TZVPD basis set) of a single C4H8N2S molecule.

Calculated values
HOMO-LUMO gap (eV): 10.0
SMILES: C=NN1C[C@@H]1CS
Lowest unoccupied orbital energy (Eh): 0.037
HOMO (Eh): -0.332
Energy above the lowest of the compared OMol25 structures with the same formula, charge and spin (kcal per mole): 70.17
Total energy (Ha): -664.82096

```
15
Properties=species:S:1:pos:R:3:forces:R:3
C 1.6710 1.6338 -1.3478 0.26 0.30 0.16
N 1.5554 0.8997 -0.3291 0.13 -0.01 0.16
N 0.4321 0.0187 -0.4237 0.02 0.35 -0.17
C 0.7112 -1.2289 0.2844 0.08 -0.40 0.07
C -0.1452 -0.2123 0.9085 -0.22 -0.16 -0.41
C -1.6517 -0.2628 0.9935 0.23 0.09 -0.07
S -2.4790 -1.1772 -0.3254 0.04 0.02 -0.23
H 2.4914 2.3628 -1.3834 -0.33 -0.37 0.05
H 0.9615 1.5655 -2.1597 -0.12 0.04 -0.31
H 1.7234 -1.3552 0.6550 -0.13 0.08 0.04
H 0.2607 -2.0963 -0.1761 -0.01 -0.04 -0.02
H 0.3074 0.3663 1.6839 0.30 0.31 0.42
H -1.9353 -0.7335 1.9281 -0.11 -0.21 0.14
H -2.0376 0.7520 1.0342 -0.04 0.15 -0.07
H -1.8653 -0.5326 -1.3424 -0.12 -0.12 0.24
```
Forces are in eV/Å.

=====

The following is a DFT calculation (ωB97M-V with the def2-TZVPD basis set) of a single C7H12ClN molecule.

Calculated values
HOMO-LUMO gap (spin up / spin down) (eV): 7.5 / 7.6
Lowest unoccupied orbital energy (spin up / spin down) (Eh): 0.023 / 0.021
HOMO (spin up / spin down) (Eh): -0.253 / -0.257
Energy above the lowest of the compared OMol25 structures with the same formula, charge and spin (kcal per mole): 102.83
Total energy (Ha): -788.70026

```
21
Properties=species:S:1:pos:R:3:forces:R:3
C 1.7150 0.0020 -0.5718 -1.23 -1.86 2.53
C -0.2632 -0.6725 1.4769 -0.67 -1.07 2.18
C 1.2104 -1.2734 1.4256 0.11 -1.45 0.83
C -0.7573 -0.6133 0.1154 0.62 1.38 -0.38
C 2.4062 0.7899 -1.6284 0.68 -4.27 -1.14
C -2.6436 0.9280 -0.1329 1.47 -0.85 -3.17
C -1.1786 0.6351 -0.5662 -1.05 0.04 1.28
N 2.0342 -0.7292 0.3977 0.93 1.95 -1.92
Cl -1.2922 -1.9977 -0.7128 -0.06 -1.02 0.06
H -0.9158 -1.4246 2.1786 1.56 1.71 -1.60
H -0.3079 0.3742 1.9871 0.33 -1.79 -1.00
H 1.7228 -1.1273 2.4197 -0.51 -0.13 -1.00
H 1.2048 -2.4170 1.2281 -0.33 1.78 0.47
H 1.8708 0.6591 -2.6198 0.78 0.19 1.17
H 3.4760 0.3883 -1.6602 -1.18 0.81 -0.32
H 2.3608 1.7587 -1.3187 0.10 2.88 0.58
H -3.1982 0.0712 -0.3474 -1.12 -1.72 0.37
H -3.0801 1.6036 -0.8107 -0.50 1.64 -0.46
H -2.6428 1.2200 0.8458 -0.40 0.77 2.49
H -0.6613 1.4909 -0.0745 0.52 -0.53 -1.40
H -1.0599 0.3341 -1.6314 -0.05 1.54 0.44
```
Forces are in eV/Å.

=====

The following is a DFT calculation (ωB97M-V with the def2-TZVPD basis set) of a single C20H20Cl2F2N6 molecule.

Calculated values
HOMO-LUMO gap (eV): 6.6
SMILES: N[C@H]1C(F)(F)CCC12CCN(c1c[nH]c3c(-c4cccc(Cl)c4Cl)nnc-3n1)CC2
Lowest unoccupied orbital energy (Eh): -0.039
HOMO (Eh): -0.283
Energy above the lowest of the compared OMol25 structures with the same formula, charge and spin (kcal per mole): 0.00
Total energy (Ha): -2222.74001

```
50
Properties=species:S:1:pos:R:3:forces:R:3
N 2.3460 1.9954 -4.2359 -0.10 1.15 0.38
C 2.1705 3.1915 -3.3429 -0.75 -2.16 -1.01
C 1.5264 4.4455 -3.9887 0.61 -0.45 2.29
F 2.4467 5.2180 -4.6202 0.06 -0.11 -0.77
F 0.5499 4.0842 -4.8481 -0.04 0.08 -0.59
C 0.9641 5.1867 -2.7905 -0.83 0.23 0.61
C 1.0842 4.3041 -1.5424 -0.56 -1.11 -0.32
C 1.2769 2.8446 -2.1175 -0.30 0.52 1.63
C 2.0442 1.9205 -1.1469 -0.17 -0.06 -0.07
C 1.3129 1.5753 0.1597 -0.21 0.73 -1.33
N 0.0368 0.9690 -0.1792 0.12 -0.94 0.32
C -0.4005 -0.1340 0.5464 -1.31 -0.50 0.71
C 0.4488 -1.2111 0.9007 -0.99 -0.34 0.93
N -0.0820 -2.2600 1.6979 0.12 1.40 -1.89
C -1.4286 -2.2779 1.8615 0.10 -1.13 0.35
C -2.3234 -3.1499 2.4307 0.68 -1.79 1.07
C -1.9549 -4.3979 3.1332 -0.76 0.50 0.52
C -2.5676 -4.6392 4.3722 -0.38 0.22 0.01
C -2.3282 -5.7720 5.1165 0.07 -0.07 0.36
C -1.3657 -6.6752 4.7178 0.52 -0.30 -0.30
C -0.7455 -6.4491 3.4973 0.07 -0.41 -0.18
Cl 0.3011 -7.6852 2.8815 0.22 -0.05 0.13
C -1.0346 -5.3421 2.6958 -0.19 -0.39 0.18
Cl -0.3461 -5.2624 1.1079 0.02 0.08 -0.15
N -3.5824 -2.5844 2.5169 1.62 -0.05 -0.25
N -3.5483 -1.4059 1.9933 0.10 1.13 -1.14
C -2.2510 -1.1840 1.5055 0.21 1.53 0.09
N -1.7487 -0.1115 0.9319 0.75 -0.35 -0.52
C -0.8523 1.7766 -1.0330 1.09 -0.97 0.23
C -0.1292 2.1670 -2.3272 0.63 0.36 -0.42
H 2.8231 2.3113 -5.0837 -0.28 -0.38 0.19
H 1.4344 1.5949 -4.4880 0.56 0.48 -0.03
H 3.1640 3.4416 -2.9382 -0.32 0.22 -0.22
H 1.4929 6.0842 -2.5602 0.40 0.83 -0.47
H -0.0828 5.4489 -2.9574 0.10 0.01 -0.19
H 1.9224 4.5874 -0.9044 0.14 -0.03 -0.14
H 0.1772 4.4213 -0.9398 0.20 -0.22 0.04
H 3.0084 2.3591 -0.8921 0.21 -0.03 -0.15
H 2.1715 0.9711 -1.6729 0.43 0.03 -0.03
H 1.1400 2.4932 0.7226 0.00 0.19 0.33
H 1.9507 0.9246 0.7470 -0.18 -0.16 0.13
H 1.5176 -1.2263 0.6359 -0.79 -0.22 0.28
H 0.4332 -3.1410 1.8652 -0.19 0.98 -0.20
H -3.2633 -3.9040 4.7637 0.00 -0.05 -0.27
H -2.8803 -5.9628 6.0258 0.03 0.18 0.11
H -1.0592 -7.5444 5.3138 -0.36 0.40 -0.35
H -1.7608 1.2248 -1.2438 0.04 -0.30 -0.13
H -1.1865 2.6325 -0.4936 -0.16 1.00 0.51
H -0.0391 1.2799 -2.9686 0.04 0.12 0.17
H -0.7829 2.8672 -2.8253 -0.26 0.23 -0.45
```
Forces are in eV/Å.

=====

The following is a DFT calculation (ωB97M-V with the def2-TZVPD basis set) of 2 unconnected molecules or ions with the total composition C7H14N.

Calculated values
HOMO-LUMO gap (spin up / spin down) (eV): 8.1 / 8.1
Lowest unoccupied orbital energy (spin up / spin down) (Eh): -0.225 / -0.225
HOMO (spin up / spin down) (Eh): -0.521 / -0.521
Charge: +1
Energy above the lowest of the compared OMol25 structures with the same formula, charge and spin (kcal per mole): 95.06
Total energy (Ha): -329.45604

```
22
Properties=species:S:1:pos:R:3:forces:R:3
C 2.4160 2.5791 -0.0453 0.39 -0.35 0.28
C 2.2783 1.6881 -0.8302 0.46 1.71 0.37
C -1.1768 0.9420 0.5716 -0.10 -0.74 -1.01
C -1.1185 -1.2023 -1.0461 1.37 0.63 1.10
C -1.0489 -1.4536 1.4566 1.97 1.10 -0.24
C 1.6613 0.7814 -1.5880 -1.68 -2.74 1.13
C -0.6888 -0.4953 0.2422 1.03 -0.40 2.05
N 0.8115 -0.4455 0.1787 0.72 2.88 0.41
H 2.6272 3.1273 0.8038 0.43 1.30 0.97
H -1.2632 1.2061 1.6143 -0.32 -0.50 0.41
H -0.4779 1.6505 0.2053 0.97 0.68 -0.59
H -2.0679 1.1965 0.0199 -0.65 -0.15 0.19
H -1.6232 -0.5944 -1.7129 -0.53 1.69 -1.63
H -1.8587 -1.8937 -0.8124 -0.97 -1.75 0.42
H -0.2411 -1.6575 -1.5045 -0.34 -0.23 -0.19
H -0.6743 -2.4795 1.3715 0.23 0.25 -0.25
H -0.7193 -1.0231 2.4366 -0.52 -0.34 -0.84
H -2.0781 -1.5117 1.3369 -2.15 -0.17 0.64
H 2.1865 -0.0649 -1.9555 0.20 -0.52 -0.72
H 0.6501 1.0021 -1.8631 -0.28 -0.01 -0.70
H 1.1139 -1.3790 0.0941 0.89 -1.31 -0.03
H 1.2919 0.0274 1.0267 -1.13 -1.04 -1.77
```
Forces are in eV/Å.